This record from OMol25 describes a 2-piece molecular cluster, C4H6IN overall in a non-equilibrium geometry. The level of theory is ωB97M-V/def2-TZVPD.

```
12
Properties=species:S:1:pos:R:3:lowdin_charge:R:1
C 0.293 -1.447 -0.152 -0.274
C 4.277 -1.530 -0.700 -0.587
C -0.631 0.886 0.082 -0.094
C -0.565 -0.449 -0.705 -0.276
N 1.054 -2.075 0.447 0.138
I 3.646 0.212 0.088 0.728
H 3.525 -2.394 -0.393 -0.094
H -1.054 1.727 -0.524 0.081
H 0.447 0.962 0.363 0.031
H -1.328 0.657 1.043 0.129
H -0.174 -0.279 -1.776 0.147
H -1.520 -0.793 -0.853 0.072
```

As for the calculated total energy: -508.2794 Ha. As for the spin multiplicity: 1. The calculation puts the HOMO-LUMO gap (alpha / beta) at 7.54 / 7.54 eV. The net charge is 0. The LUMO energy (alpha / beta) comes out at -0.974 / -0.975 eV. For the energy above the lowest of the compared OMol25 structures with the same formula, charge and spin, the calculation gives 402.4 kJ/mol.